C24H42O2P2Ru | ωB97M-V with the def2-TZVPD basis set

Geometry as XYZ:
```
71
Properties=species:S:1:pos:R:3:forces:R:3:mulliken_spin:R:1
Ru -2.72030 0.28361 0.25867 0.699 -1.012 1.874 2.358
C 0.53915 0.84847 -1.19051 -0.275 -0.274 -0.646 -0.038
C -0.66293 0.57273 -1.87421 0.097 0.807 0.267 0.290
C -1.17349 1.79807 0.07636 0.789 0.244 -1.500 -0.214
C 0.27305 1.59818 -0.02946 -0.421 -0.236 -0.118 0.298
C -1.71575 1.30908 -1.20738 0.935 0.055 0.781 0.097
C 1.89434 0.52680 -1.72325 0.363 -0.143 -0.076 0.026
H 1.87632 -0.34423 -2.39235 0.002 0.234 0.230 -0.002
H 2.60947 0.33957 -0.91505 -0.122 0.014 -0.197 -0.005
H 2.30467 1.36103 -2.31290 -0.229 -0.096 0.165 -0.011
C 1.28685 2.30960 0.77666 0.261 -0.045 0.277 -0.012
H 2.30787 2.09999 0.42281 -0.431 0.054 0.179 0.000
H 1.20459 2.03555 1.83532 0.046 0.127 -0.082 0.019
H 1.12807 3.39789 0.69955 0.010 -0.254 0.085 0.023
C -1.76860 2.86267 0.89751 -0.259 0.249 0.499 0.025
H -1.35436 3.84111 0.62689 -0.177 -0.026 0.013 -0.002
H -1.58236 2.69860 1.96561 0.049 0.010 -0.148 -0.003
H -2.84686 2.86493 0.73095 -0.189 0.487 0.175 0.019
C -3.05456 1.69085 -1.69958 1.105 -0.102 -0.689 0.036
H -3.29730 1.18399 -2.64149 -0.200 0.180 0.346 -0.004
H -3.14330 2.78730 -1.79888 -0.395 -0.496 0.365 0.002
H -3.77502 1.35972 -0.89880 -1.224 0.246 -0.029 -0.016
C -0.90280 -0.13296 -3.14689 0.020 -0.351 -0.369 -0.058
H -1.14424 0.58084 -3.94903 0.066 -0.169 0.110 0.021
H -1.76287 -0.81754 -3.05184 0.249 0.137 -0.124 0.020
H -0.03071 -0.71085 -3.46388 -0.182 0.074 -0.005 0.004
C 1.48048 -2.94304 0.83501 0.193 -0.659 0.440 -0.013
C 1.76076 -2.63438 -0.43506 0.194 -0.339 0.169 0.021
C 1.39649 -3.48125 -1.65271 0.231 -0.157 -0.237 0.064
C -0.16649 -3.64227 -1.79412 0.788 -0.908 -1.376 -0.023
C -0.70318 -3.13828 -0.56438 -1.620 2.940 0.659 0.116
C -1.37361 -3.51817 0.65021 -1.066 5.117 0.338 0.135
C -0.59079 -4.04187 1.84438 -0.624 -0.997 0.366 0.015
C 0.83638 -4.23185 1.31996 0.469 -0.452 -0.139 0.042
H 1.86920 -4.48799 -1.57699 -0.299 0.717 -0.109 -0.005
H -0.44035 -4.68087 -2.04392 0.390 0.745 -0.043 0.005
H 1.76428 -2.98946 -2.56908 0.101 -0.373 0.414 -0.010
H 0.82828 -4.96929 0.49858 0.012 0.262 0.394 0.008
H 1.77311 -2.30019 1.66579 0.134 0.238 -0.380 0.001
H 2.26596 -1.70167 -0.63778 0.081 -0.052 0.104 0.029
H 1.43250 -4.66890 2.13053 0.042 0.134 -0.138 0.000
H -0.61651 -3.27127 2.64179 -0.052 -0.532 -0.383 -0.004
H -1.79911 -2.54596 1.04455 1.908 -0.364 -0.051 0.025
H -1.05095 -4.96763 2.24158 0.672 0.515 0.084 -0.004
H -0.54797 -2.98982 -2.60772 0.352 -0.315 0.204 0.032
H -0.60820 -2.03063 -0.58213 -0.379 -0.298 -0.181 0.339
P -1.50979 -5.76388 -0.29984 0.431 -2.933 0.274 -0.014
C -0.88904 -7.09171 0.84160 -0.131 -0.375 -0.136 0.005
C -1.77422 -6.81098 -1.78687 -0.259 -0.239 0.057 0.001
P -3.41437 -3.61866 0.22722 -0.494 -4.685 0.032 0.154
C -3.18244 -5.47860 0.36043 -0.520 -0.103 -0.170 -0.020
C -4.03329 -3.54161 -1.48196 -0.028 0.640 -0.476 0.025
C -4.84556 -3.42397 1.30672 -0.568 0.654 0.473 0.058
H -1.07757 -6.87292 1.90006 0.027 -0.080 -0.329 -0.001
H 0.19638 -7.22342 0.71616 -0.352 -0.010 -0.026 -0.001
H -1.39501 -8.03389 0.58261 0.251 0.166 0.249 0.000
H -2.20130 -7.77590 -1.46796 0.104 0.284 -0.419 0.000
H -0.80513 -6.97975 -2.28344 -0.347 -0.014 0.170 0.000
H -2.44631 -6.31525 -2.49952 0.157 -0.163 0.074 0.001
H -5.27199 -4.40747 1.55215 0.231 0.326 -0.113 0.009
H -5.61125 -2.83905 0.78097 0.140 0.004 0.295 0.003
H -4.55642 -2.91415 2.23161 -0.197 -0.053 -0.073 0.005
H -3.20950 -5.79966 1.41448 -0.104 0.271 -0.308 -0.001
H -3.91898 -6.06083 -0.21282 -0.114 0.310 0.351 0.001
H -4.89696 -2.85976 -1.47827 0.311 -0.130 -0.199 0.002
H -4.37919 -4.53392 -1.81941 0.246 0.450 0.215 0.006
H -3.26162 -3.16095 -2.16478 -0.245 -0.142 0.038 -0.013
O -0.53233 0.64588 3.09475 -0.981 -2.704 -1.931 0.013
C -0.81729 -0.35148 2.40844 1.881 2.411 1.514 -0.001
O -2.00549 -0.63920 1.91883 -1.288 0.851 -1.484 0.110
H -0.04666 -1.09585 2.09208 -0.263 0.330 0.402 0.015
```
Forces are in eV/Å.

Values from the calculation:
Multiplicity: 5
Energy relative to the best compared isomer or geometry (same formula, charge and spin) in kJ/mol: 344.50
Maximum force in eV Å⁻¹: 5.2
M in g mol⁻¹: 525.616
⟨S²⟩: 6.161
Total charge: +2
Calculated total energy in eV: -50799.45301
E_HOMO (alpha / beta) in eV: -13.0 / -13.2
Gap between HOMO and LUMO (alpha / beta) in eV: 5.01 / 4.86
E_LUMO (alpha / beta) in eV: -8.017 / -8.320

---

C24H43AlFP2 | ωB97M-V with the def2-TZVPD basis set

Geometry as XYZ:
```
71
Properties=species:S:1:pos:R:3:forces:R:3:lowdin_charge:R:1
Al -0.82143 -0.69543 -1.18035 3.098 1.191 9.179 0.059
C 2.48945 0.54424 1.79595 -1.350 -0.513 1.534 -0.190
C 2.69685 1.84194 1.26299 -1.257 2.868 1.030 -0.205
C 1.24798 2.02796 3.04058 -0.024 -1.963 0.152 -0.180
C 1.56386 0.65055 2.86784 0.549 0.681 -0.625 -0.224
C 1.93957 2.76303 2.03971 1.961 -1.092 -2.338 -0.210
C 3.14037 -0.69330 1.32339 0.157 -0.418 -0.054 -0.040
H 3.12527 -0.75152 0.22888 0.056 0.023 0.154 0.057
H 2.62867 -1.57683 1.72223 0.119 0.116 -0.072 0.071
H 4.19165 -0.73752 1.65145 -0.204 0.023 -0.088 0.100
C 1.03189 -0.48658 3.64453 -0.053 -0.547 0.383 -0.060
H 0.61809 -1.25591 2.97412 -0.028 0.097 0.226 0.070
H 0.23719 -0.16006 4.32427 0.119 -0.192 -0.110 0.072
H 1.82080 -0.96789 4.24436 -0.282 0.021 -0.034 0.085
C 0.34603 2.58009 4.07211 -0.166 0.189 0.453 -0.024
H 0.64492 3.59823 4.35633 -0.135 -0.212 -0.070 0.088
H 0.36985 1.95558 4.97636 -0.090 0.212 -0.229 0.084
H -0.70124 2.62016 3.72552 0.245 0.004 0.071 0.074
C 1.92655 4.22968 1.85409 0.080 0.591 -0.062 -0.054
H 2.78385 4.70949 2.35509 -0.247 -0.048 -0.112 0.094
H 1.01311 4.67615 2.26229 0.150 0.021 -0.113 0.065
H 1.99243 4.48811 0.78679 -0.061 0.040 0.303 0.076
C 3.56624 2.16881 0.11640 0.303 0.150 -0.373 -0.042
H 4.62636 2.20576 0.40985 -0.149 0.010 -0.141 0.093
H 3.30238 3.14684 -0.30598 0.148 -0.232 0.033 0.072
H 3.46906 1.41051 -0.67216 0.077 0.158 0.050 0.071
C -1.16689 -2.54605 -1.17335 -0.797 -1.139 1.211 -0.271
C -0.28280 -3.10081 -2.13498 0.264 -3.043 -1.743 -0.205
C -0.03477 -2.57726 -3.50735 0.295 0.515 -0.917 -0.186
C 0.25670 -1.05617 -3.68894 0.461 -1.082 0.709 -0.108
C -0.70776 -0.11965 -2.99460 -2.693 0.498 -3.677 -0.081
C -2.05386 -0.36304 -2.61059 -0.325 2.033 -5.367 -0.063
C -2.89374 -1.61595 -2.80732 0.102 -0.650 0.726 -0.102
C -2.62388 -2.65637 -1.67674 -0.400 -0.147 -0.019 -0.129
H -0.90321 -2.84291 -4.13932 0.181 0.043 0.184 0.131
H 0.31858 -0.84647 -4.76634 -0.473 0.195 0.198 0.144
H 0.79309 -3.14375 -3.96145 -0.194 0.309 0.005 0.094
H -2.84548 -3.65981 -2.04622 -0.066 -0.028 -0.081 0.120
H -1.04638 -2.94096 -0.14157 -0.086 0.065 -0.633 0.144
H -0.46765 -4.25572 -2.25556 0.561 0.741 0.105 0.093
H -3.32769 -2.48175 -0.85330 0.341 0.108 -0.046 0.130
H -3.94647 -1.35265 -2.78540 -0.040 0.347 0.194 0.127
H -2.68380 0.53007 -2.51740 0.597 -0.061 0.737 0.144
H -2.77412 -2.07711 -3.79044 0.518 0.276 0.058 0.123
H 1.27428 -0.83387 -3.33972 -0.194 -0.067 0.175 0.126
H -0.39799 0.93131 -3.06983 -0.220 -0.241 0.630 0.169
P 1.54265 -4.99330 -2.14962 -0.695 1.618 1.584 1.101
P -3.18849 2.69991 1.62735 1.193 -1.232 -1.071 0.854
C -1.52210 0.52438 0.38507 -0.288 -0.443 -0.359 -0.198
C -2.77052 1.36403 0.24631 -1.040 0.587 0.415 -0.461
H -0.63613 1.15837 0.57826 -0.095 -0.316 -0.181 0.056
H -1.62451 -0.15103 1.25307 0.198 0.111 -0.245 0.070
H -2.74119 1.90563 -0.71359 -0.171 0.194 0.186 0.049
H -3.67145 0.72221 0.22161 0.249 0.164 -0.083 0.065
C -4.60381 3.52854 0.81341 -0.063 0.039 0.028 -0.336
H -4.52160 4.61440 0.98943 -0.165 -0.418 -0.127 0.042
H -5.49681 3.14736 1.31151 -0.155 0.213 -0.246 0.021
H -4.65075 3.31196 -0.26416 -0.006 0.211 0.269 0.035
C -1.83396 3.85774 1.16371 -0.196 0.381 0.091 -0.335
H -1.94858 4.25524 0.14129 0.030 -0.123 0.315 0.048
H -0.85911 3.37248 1.25376 -0.063 0.032 0.055 0.004
H -1.88407 4.68513 1.88545 0.229 -0.043 -0.289 0.036
C 1.15649 -5.20393 -0.37124 -0.549 -0.545 -0.397 -0.322
H 2.04234 -5.67015 0.08105 -0.196 0.117 0.135 0.060
H 0.29778 -5.88847 -0.28320 0.368 0.184 0.216 0.052
H 0.91883 -4.23254 0.09411 0.318 -0.446 -0.087 0.050
C 2.69531 -3.59470 -1.87423 -0.101 0.073 -0.856 -0.314
H 2.18150 -2.75516 -1.37245 0.412 -0.368 -0.004 0.044
H 3.07191 -3.27829 -2.85517 0.132 0.106 0.355 0.043
H 3.52627 -3.97844 -1.26707 -0.088 0.149 -0.047 0.065
F 0.78416 -0.68454 -0.51084 -0.104 -0.094 -1.254 -0.130
```
Forces are in eV/Å.

Values from the calculation:
Energy relative to the best compared isomer or geometry (same formula, charge and spin) in kJ/mol: 860.39
Maximum force in eV Å⁻¹: 9.8
M in g mol⁻¹: 439.536
Total charge: +1
Calculated total energy in eV: -53465.96320
E_HOMO (alpha / beta) in eV: -8.5 / -8.6
Gap between HOMO and LUMO (alpha / beta) in eV: 3.13 / 3.02
E_LUMO (alpha / beta) in eV: -5.423 / -5.625